DFT (ωB97M-V with the def2-TZVPD basis set) results for a molecular structure, C6H7HgO6 at a distorted geometry.

```
20
Properties=species:S:1:pos:R:3
O -1.97 -0.02 -1.09
C -1.69 -0.93 -0.18
C -2.69 1.08 -0.49
O -0.48 -1.68 0.13
O -2.54 -0.82 0.82
C -3.04 0.53 0.89
H -3.56 1.29 -1.12
H -2.02 1.95 -0.46
H -4.12 0.48 1.08
H -2.52 1.05 1.71
Hg 1.02 -1.83 -1.61
C 1.72 -0.65 0.81
O 1.42 1.11 2.39
C 1.80 1.65 1.23
C 1.22 -0.31 2.20
O 2.14 0.73 0.36
O 1.98 2.84 1.08
H 2.72 -1.09 1.00
H 0.14 -0.46 2.31
H 1.74 -0.86 2.99
```

Calculated values
Energy relative to the best compared isomer or geometry (same formula, charge and spin), kcal per mole: 62.79
⟨S²⟩: 0.769
Multiplicity: 2
Frontier orbital gap (spin up / spin down), hartree: 0.2688 / 0.2321
Energy, Ha: -837.5172

Here are the Mulliken charges for atoms 1 to 6, given in e:
1 O -0.30
2 C 0.59
3 C -0.22
4 O -0.51
5 O -0.29
6 C -0.22

DFT (ωB97M-V with the def2-TZVPD basis set) results for 8 unconnected molecules or ions with the total composition C33H78Cl9O20P5 at a distorted geometry.

```
145
Properties=species:S:1:pos:R:3
C -4.69 1.44 10.48
C -4.20 1.47 11.94
O -4.50 0.11 12.36
P -5.03 -0.13 13.89
O -4.11 0.54 14.91
O -5.28 -1.73 13.98
C -5.87 -2.29 15.07
C -4.97 -2.37 16.32
O -6.51 0.50 13.77
C -7.54 -0.05 12.88
C -8.86 -0.18 13.67
H -4.68 2.48 10.13
H -3.98 0.84 9.91
H -5.75 1.20 10.41
H -3.14 1.68 12.08
H -4.70 2.24 12.53
H -6.78 -1.82 15.44
H -6.06 -3.33 14.80
H -3.96 -2.63 16.03
H -4.79 -1.38 16.74
H -5.35 -3.00 17.13
H -7.72 0.61 12.03
H -7.29 -1.05 12.52
H -8.72 -0.88 14.50
H -9.04 0.79 14.15
H -9.72 -0.49 13.08
C -7.43 -6.18 7.29
C -6.28 -5.52 6.54
O -5.25 -5.12 7.42
P -3.82 -4.40 6.93
O -3.52 -4.51 5.48
O -3.80 -2.86 7.42
C -3.71 -1.82 6.51
C -3.62 -0.50 7.32
O -2.65 -5.02 7.91
C -1.38 -4.40 8.06
C -1.45 -3.59 9.36
H -8.27 -6.39 6.62
H -7.13 -7.12 7.74
H -7.76 -5.58 8.14
H -5.83 -6.21 5.83
H -6.70 -4.69 5.97
H -2.74 -1.95 6.04
H -4.47 -1.89 5.73
H -4.52 -0.16 7.83
H -2.87 -0.59 8.10
H -3.24 0.27 6.65
H -0.58 -5.13 8.17
H -1.16 -3.68 7.27
H -2.00 -2.68 9.13
H -2.01 -4.01 10.20
H -0.50 -3.18 9.70
C 5.82 6.93 6.31
C 5.97 5.54 6.92
O 4.71 5.10 7.46
P 4.19 3.55 7.24
O 2.92 3.13 7.90
O 4.07 3.41 5.63
C 3.33 2.32 5.20
C 3.67 2.08 3.72
O 5.44 2.66 7.57
C 5.74 2.15 8.87
C 5.09 0.80 8.94
H 5.24 7.07 5.40
H 5.49 7.64 7.06
H 6.82 7.31 6.09
H 6.41 4.91 6.15
H 6.66 5.60 7.76
H 3.57 1.43 5.79
H 2.27 2.60 5.25
H 3.12 1.21 3.36
H 3.27 2.84 3.05
H 4.75 2.01 3.56
H 6.82 2.01 8.94
H 5.38 2.75 9.70
H 5.34 0.09 8.16
H 5.25 0.29 9.89
H 4.01 0.90 8.83
C -0.27 -5.41 3.77
C -0.39 -3.97 4.25
O 0.90 -3.73 4.83
P 1.11 -2.39 5.72
O -0.13 -1.59 5.83
O 1.67 -2.86 7.14
C 1.92 -2.00 8.22
C 3.10 -2.61 9.02
O 2.38 -1.75 4.96
C 3.55 -2.55 4.91
C 4.41 -1.96 3.72
H 0.48 -5.53 2.99
H -0.08 -6.26 4.42
H -1.25 -5.51 3.30
H -0.55 -3.32 3.39
H -1.23 -3.80 4.92
H 2.16 -1.00 7.84
H 1.00 -1.90 8.81
H 2.72 -3.55 9.44
H 4.01 -2.88 8.48
H 3.42 -1.99 9.86
H 4.02 -2.51 5.89
H 3.36 -3.62 4.78
H 3.95 -2.17 2.76
H 4.57 -0.88 3.71
H 5.39 -2.44 3.72
C -3.41 4.55 5.25
C -2.22 3.95 5.98
O -1.06 4.78 5.92
P -0.63 5.68 7.23
O -0.30 4.99 8.52
O -1.86 6.70 7.33
C -1.78 7.72 8.25
C -2.81 8.78 7.96
O 0.49 6.59 6.63
C 1.81 6.13 6.41
C 2.02 6.02 4.87
H -4.28 3.90 5.37
H -3.54 5.55 5.67
H -3.38 4.61 4.16
H -2.46 3.77 7.03
H -2.08 3.00 5.46
H -1.99 7.30 9.24
H -0.78 8.12 8.38
H -2.71 9.56 8.72
H -2.70 9.14 6.94
H -3.83 8.41 8.01
H 2.56 6.76 6.90
H 1.84 5.14 6.85
H 1.32 5.26 4.51
H 1.79 6.99 4.43
H 2.99 5.62 4.57
C 0.03 0.79 3.55
Cl 0.90 -0.03 2.25
Cl -1.59 0.23 3.57
Cl 0.08 2.58 3.17
H 0.58 0.67 4.49
C 0.13 1.63 8.75
Cl 1.23 0.69 9.73
Cl -1.47 1.55 9.47
Cl 0.00 1.02 7.11
H 0.50 2.66 8.66
C -0.90 4.47 11.83
Cl -2.67 4.43 11.55
Cl -0.51 3.49 13.26
Cl -0.49 6.13 12.30
H -0.41 4.17 10.90
```

Calculated values
⟨S²⟩: 0.764
Multiplicity: 2
Frontier orbital gap (spin up / spin down), hartree: 0.3614 / 0.0998
Energy, Ha: -8657.5762
Charge: +1

Here are the Mulliken charges for atoms 1 to 6, given in e:
1 C -0.59
2 C -0.40
3 O 0.19
4 P 0.81
5 O -0.37
6 O -0.23

DFT (ωB97M-V with the def2-TZVPD basis set) results for C17H20F2N4O3 in the gas phase.

```
46
Properties=species:S:1:pos:R:3
C 0.47 -3.43 1.11
C 1.18 -3.11 -0.15
C 2.63 -3.43 -0.26
C 3.46 -2.21 0.15
O 4.32 -2.26 1.01
N 3.12 -1.11 -0.56
C 3.57 0.20 -0.41
C 4.63 0.56 0.42
C 5.03 1.88 0.51
C 4.37 2.85 -0.23
F 4.76 4.13 -0.14
C 3.31 2.53 -1.06
C 2.93 1.20 -1.14
F 1.91 0.86 -1.95
N 0.69 -2.51 -1.17
N -0.58 -1.99 -1.16
C -1.08 -1.12 -0.26
O -0.51 -0.77 0.76
C -2.45 -0.64 -0.77
O -2.79 -1.02 -1.89
N -3.23 0.12 0.00
C -2.92 0.68 1.30
C -2.84 2.20 1.21
C -4.16 2.76 0.67
C -4.48 2.11 -0.67
C -4.50 0.59 -0.53
H 0.42 -2.54 1.74
H -0.56 -3.73 0.90
H 0.97 -4.23 1.66
H 2.91 -4.27 0.38
H 2.89 -3.66 -1.30
H 2.34 -1.23 -1.20
H 5.13 -0.20 0.99
H 5.84 2.17 1.16
H 2.80 3.28 -1.64
H -1.08 -2.02 -2.05
H -3.72 0.39 1.99
H -1.97 0.27 1.66
H -2.02 2.48 0.55
H -2.63 2.61 2.20
H -4.09 3.84 0.56
H -4.96 2.55 1.38
H -5.44 2.45 -1.04
H -3.71 2.39 -1.40
H -4.66 0.10 -1.49
H -5.29 0.29 0.17
```

Calculated values
Energy relative to the best compared isomer or geometry (same formula, charge and spin), kcal per mole: 0.00
Frontier orbital gap, hartree: 0.3308
Energy, Ha: -1304.3125

Here are the Mulliken charges for atoms 1 to 6, given in e:
1 C -1.53
2 C 1.28
3 C -1.12
4 C 0.65
5 O -0.65
6 N -0.06

DFT (ωB97M-V with the def2-TZVPD basis set) results for C4H7F2NO in the gas phase at a distorted geometry.

```
15
Properties=species:S:1:pos:R:3
H -0.66 -2.96 0.24
N -0.79 -1.93 0.45
C -1.37 -1.19 -0.34
C -1.24 0.46 -0.08
F -1.35 0.77 1.26
F -2.30 1.02 -0.61
C 0.09 1.02 -0.70
O 1.15 0.12 -0.54
C 1.83 0.23 0.65
H -1.86 -1.46 -1.37
H -0.03 1.08 -1.76
H 0.15 2.12 -0.32
H 2.45 -0.64 0.64
H 1.37 0.28 1.69
H 2.57 1.08 0.80
```

Calculated values
Energy relative to the best compared isomer or geometry (same formula, charge and spin), kcal per mole: 56.54
Frontier orbital gap, hartree: 0.3913
Energy, Ha: -486.2595

Here are the Mulliken charges for atoms 1 to 6, given in e:
1 H 0.25
2 N -0.48
3 C -0.18
4 C 0.84
5 F -0.28
6 F -0.31

Which value of energy does entry 1 give?
-837.5172 Ha